This record from the Open Molecules 2025 dataset describes a structure of composition C14H36Br2F6N3O11S2V. The level of theory is the ωB97M-V functional and the def2-TZVPD basis.

XYZ file:
```
75
Properties=species:S:1:pos:R:3:forces:R:3:lowdin_charge:R:1
O -1.265666 -0.338893 -0.095288 1.398 1.123 0.868 -0.489
V -0.394550 0.883705 0.549384 -2.859 -0.899 0.469 0.439
O -1.086080 1.183293 1.980622 0.963 -0.425 -1.696 -0.433
C -0.374404 4.016753 4.545711 -1.379 0.460 0.131 -0.035
C 0.147822 2.994503 5.599895 1.513 1.866 -1.059 -0.249
C -0.453218 1.669684 5.407381 -0.592 -2.406 -0.150 -0.193
O 0.224632 0.654591 6.139400 1.396 0.090 1.646 -0.192
C -0.232272 -0.670088 5.924895 -1.461 -0.003 -1.201 -0.094
N 1.683536 2.916868 5.421796 0.125 -0.358 0.276 0.233
H 1.909293 2.993875 4.440370 -0.009 0.598 -1.684 0.085
H 2.248988 3.608311 5.893250 -0.412 0.803 0.137 0.163
H 2.160819 2.064073 5.676826 -0.716 -1.027 0.498 0.154
H 0.192453 4.935531 4.395274 0.586 -0.417 0.195 0.086
H -1.350904 4.414504 4.822015 -0.139 -0.123 0.912 0.084
H -0.683727 3.654380 3.565355 0.979 -0.766 -0.093 0.085
H -0.025540 3.387223 6.601792 0.173 -0.195 0.027 0.149
H -0.469756 1.278716 4.390045 -0.228 0.775 -0.518 0.118
H -1.467382 1.810164 5.781342 -0.429 -0.339 -0.157 0.146
H -0.131595 -0.910710 4.866559 -0.352 0.113 -0.317 0.071
H -1.272823 -0.723512 6.245056 -0.373 0.023 -0.331 0.086
H 0.187810 -1.558068 6.397232 1.195 0.977 0.839 0.086
C -2.668737 -0.130821 -5.556150 -0.663 -0.302 0.013 -0.029
C -2.038120 -0.382934 -4.174547 0.395 1.104 -0.296 -0.255
C -2.587725 -1.510395 -3.303125 -0.246 -0.632 -0.035 -0.228
O -3.894948 -1.207076 -2.945641 -1.480 -0.601 0.679 -0.175
C -4.670728 -2.264854 -2.218144 1.218 1.314 -1.726 -0.014
N -0.542870 -0.588678 -4.426893 -1.465 -0.501 -0.341 0.234
H -0.389721 -1.554799 -4.678400 0.316 -0.398 -0.011 0.159
H -0.228099 -0.034884 -5.210690 -0.012 0.365 -0.290 0.152
H 0.080537 -0.336479 -3.673326 0.832 0.135 1.156 0.083
H -2.095198 0.592345 -6.135977 0.048 0.238 0.250 0.083
H -3.688696 0.245991 -5.479958 0.144 0.229 0.393 0.093
H -2.800110 -0.983561 -6.222245 0.394 -0.551 0.297 0.082
H -2.082718 0.548706 -3.610493 -0.077 0.071 0.201 0.130
H -2.023583 -1.711499 -2.392418 0.648 0.475 0.073 0.106
H -2.554015 -2.425131 -3.894929 -0.027 -0.550 -0.358 0.122
H -4.768966 -3.112594 -2.896224 -0.033 -0.183 -0.008 0.077
H -5.651508 -1.809243 -2.081777 0.270 -0.108 0.332 0.092
H -4.176399 -2.588903 -1.302325 -0.038 0.350 0.114 0.081
C -0.957335 -3.666707 0.043088 -0.333 0.604 0.185 -0.048
C 0.162730 -4.326747 -0.683125 0.816 0.147 -0.070 -0.297
C 1.297540 -3.361588 -1.034492 0.334 -0.600 -1.026 -0.206
O 2.261785 -4.058201 -1.838062 0.202 0.628 0.893 -0.219
C 3.300656 -3.118391 -2.299896 -0.734 -1.820 -0.637 -0.038
N 0.758703 -5.343749 0.277037 0.791 -0.028 0.417 0.225
H 1.496513 -5.903458 -0.126039 -0.080 -0.655 -0.779 0.162
H 1.291213 -4.900014 1.011640 0.096 1.209 0.440 0.163
H 0.093506 -5.884899 0.810671 -0.529 -0.545 -0.382 0.165
H -0.556186 -3.308236 0.991078 -0.228 0.347 0.139 0.070
H -1.835893 -4.288186 0.216296 0.115 -0.263 -0.041 0.091
H -1.283698 -2.785210 -0.508769 0.035 0.150 0.169 0.058
H -0.131575 -4.877839 -1.576312 0.013 -0.107 0.061 0.155
H 1.804154 -2.949954 -0.161555 -0.382 0.304 0.273 0.044
H 0.889241 -2.556499 -1.645396 -0.221 0.355 0.291 0.128
H 3.792976 -2.516636 -1.535947 -0.492 0.050 0.183 0.103
H 2.820161 -2.549345 -3.095771 0.426 0.483 0.206 0.073
H 4.016339 -3.823696 -2.722338 0.240 0.395 -0.153 0.085
C 1.453146 5.356957 0.524711 -0.057 -1.509 -0.903 -0.647
F 1.376764 5.390139 -0.810251 0.459 -0.997 -0.179 0.123
F 2.381367 6.223775 0.842552 0.619 0.576 0.945 0.147
F 0.263071 5.764721 0.905611 -0.638 0.131 1.325 0.143
S 1.966775 3.586233 1.296811 4.102 -0.707 0.211 0.604
O 2.056109 3.762385 2.783494 -1.083 0.377 -1.405 -0.381
O 0.970180 2.616528 0.868312 -0.151 0.822 0.129 -0.430
O 3.343918 3.327240 0.780447 -3.137 1.054 0.416 -0.322
C 1.765872 2.411976 -3.372241 -0.076 -0.736 2.297 -0.619
F 0.446608 2.422696 -3.680773 0.445 -0.015 -1.125 0.075
F 2.575639 2.319314 -4.439924 -0.867 -0.025 0.032 0.125
F 2.022047 3.549263 -2.745351 0.141 -0.038 -0.249 0.146
S 1.975960 0.905673 -2.195589 2.094 4.308 2.560 0.493
O 0.853742 1.013700 -1.268498 0.245 -0.389 -0.694 -0.443
O 1.829726 -0.133727 -3.150160 -0.627 -2.861 -1.945 -0.336
O 3.282951 1.106696 -1.585495 -1.419 -0.773 -1.046 -0.273
Br 1.482249 -0.984489 1.760078 -0.415 0.308 -0.276 -0.121
Br -2.032785 2.570182 -0.981491 0.691 -0.504 0.502 -0.093
```
Positions in Å, forces in eV/Å.

Output
Molar mass, g/mol: 811.3
Highest occupied orbital energy, eV: -7.0
HOMO-LUMO gap, eV: 6.16
Energy, eV: -245840.93624
Energy above the lowest of the compared OMol25 structures with the same formula, charge and spin, eV: 1.542

This record from the Open Molecules 2025 dataset describes a cluster of 2 separate species, C3H11N3O in total. The level of theory is the ωB97M-V functional and the def2-TZVPD basis.

XYZ file:
```
18
Properties=species:S:1:pos:R:3:forces:R:3:lowdin_charge:R:1
C 0.213302 -1.711513 0.911086 0.315 0.192 1.482 -0.083
C -1.801901 0.022477 -0.813703 1.400 0.422 -0.335 -0.105
C 1.716829 1.197399 -0.842348 -0.053 -0.171 0.059 -0.140
N -0.527634 -1.243584 1.830438 -0.539 -0.311 -0.115 -0.095
N -0.305284 -0.093859 -0.938520 -0.681 0.202 -0.419 -0.167
N 0.302353 1.171157 -0.533508 -0.675 0.058 0.149 -0.140
O 0.033907 -0.163131 2.537449 0.439 0.004 -0.135 -0.102
H -0.600532 0.019772 3.245644 0.089 -0.242 -0.346 0.088
H -0.058271 -0.209694 -1.926649 -0.273 0.206 0.313 0.106
H 0.176017 1.206576 0.480063 0.119 -0.129 -0.237 0.083
H 1.263009 -1.459527 0.793041 -0.090 0.296 -0.138 0.073
H -0.181540 -2.552497 0.378316 -0.204 -0.172 -0.257 0.071
H -2.054477 0.107103 0.243217 0.036 -0.110 -0.025 0.055
H -2.172438 0.909227 -1.343454 0.020 -0.116 0.090 0.070
H -2.255774 -0.873817 -1.224819 -0.001 -0.121 0.014 0.071
H 2.117317 2.143254 -0.475424 0.028 -0.048 -0.112 0.079
H 2.293541 0.377959 -0.393292 -0.013 -0.043 -0.037 0.063
H 1.841576 1.152698 -1.927532 0.083 0.084 0.048 0.073
```
Positions in Å, forces in eV/Å.

Output
SMILES: C=NO.CNNC
Molar mass, g/mol: 105.1
Highest occupied orbital energy, eV: -7.8
HOMO-LUMO gap, eV: 8.84
Energy, eV: -9803.63412
Energy above the lowest of the compared OMol25 structures with the same formula, charge and spin, eV: 4.367

This record from the Open Molecules 2025 dataset describes a structure of composition C30H33FeN7O4S2. The level of theory is the ωB97M-V functional and the def2-TZVPD basis.

XYZ file:
```
77
Properties=species:S:1:pos:R:3:forces:R:3:lowdin_spin:R:1
Fe -0.196167 0.307390 -1.020396 0.258 0.078 0.185 4.243
C -6.384532 -0.794010 -2.696707 -1.077 1.488 0.229 0.000
O -6.209434 0.604087 -3.039579 1.281 0.666 0.211 0.000
C -4.967355 1.136158 -2.829289 0.088 -0.541 -0.177 0.002
C -4.775545 2.549813 -2.799360 -2.740 -0.811 0.293 0.008
C -3.594263 3.080874 -2.455550 -0.510 2.124 -0.189 0.000
C -2.466555 2.336713 -2.163348 2.101 -1.587 -0.319 0.010
C -1.176533 2.927246 -1.841524 -0.822 -1.463 -0.629 0.010
C -0.972596 4.384471 -1.763841 -2.089 0.135 0.239 0.005
O -0.187811 2.176323 -1.622539 -0.058 1.292 -0.347 0.096
C -2.564665 0.900373 -2.367080 -1.330 -0.068 0.490 0.011
O -1.598963 0.000342 -2.229578 -0.373 0.917 -0.190 0.186
C -3.852522 0.341585 -2.638268 1.211 0.998 -0.068 0.013
H -7.473541 -0.818291 -2.556505 0.408 -0.431 0.293 0.000
H -5.827000 -0.985133 -1.778579 -0.212 -0.387 -0.144 0.000
H -6.153098 -1.438239 -3.524166 0.533 -0.307 -0.297 0.000
H -5.681271 3.181334 -2.804620 0.633 -0.358 -0.464 0.000
H -3.631856 4.187927 -2.447856 0.595 -0.747 0.341 0.000
H -1.047143 4.862565 -2.728751 0.155 0.034 -0.449 0.000
H -0.025419 4.496750 -1.334031 1.277 0.740 0.719 0.000
H -1.818858 4.823013 -1.171263 0.993 -0.267 -0.205 0.001
H -3.819338 -0.719335 -2.696652 -0.377 -0.655 -0.095 0.001
S -1.556131 1.270986 0.789367 -0.187 0.097 -0.159 0.139
C -0.684949 0.664816 2.065007 0.171 -0.227 0.570 0.022
N -0.094864 0.250062 2.973463 0.063 0.115 -0.079 0.036
N 2.225014 -0.056344 -4.585861 -1.373 1.893 0.904 0.002
C 3.145560 -0.422704 -3.655320 1.377 -1.970 -0.777 0.002
C 2.469757 -0.538674 -2.497801 2.906 -0.741 1.767 0.004
N 1.260537 -0.039568 -2.606035 -2.697 0.719 -0.707 0.051
C 1.088242 0.306553 -3.872759 1.248 -1.017 -0.224 0.006
H 2.447277 0.234889 -5.519573 -0.155 0.023 -0.226 0.000
H 4.149738 -0.798763 -3.902642 -0.756 0.426 0.034 0.000
H 2.876077 -0.921966 -1.562456 -0.227 0.223 -0.231 0.000
H 0.219773 0.791739 -4.252075 -0.322 0.036 -0.395 0.000
C 1.513998 4.272441 3.082090 -2.192 -1.120 1.124 0.000
C 2.926723 3.846968 3.272102 1.148 0.013 -1.285 0.000
C 3.018220 2.814868 4.360693 0.280 -0.541 0.782 0.000
C 3.492941 3.278040 1.959589 -1.677 1.481 -0.942 0.000
N 2.796060 2.093022 1.457775 -0.033 -0.204 -0.136 0.003
C 2.925057 0.791057 1.799517 -0.380 0.718 -1.819 0.001
N 2.338672 0.070329 0.872830 -0.288 0.504 0.075 0.003
N 1.794516 0.960247 0.014387 0.003 0.096 0.638 0.036
N 2.084484 2.179285 0.338891 -0.206 -0.708 0.273 0.004
H 1.116384 4.710504 4.039837 0.368 -0.386 -0.841 0.000
H 0.938902 3.284896 2.951401 0.213 1.685 -0.258 0.000
H 1.323588 5.009193 2.298494 0.105 -0.326 -0.116 0.000
H 3.490635 4.764292 3.483719 0.419 -0.405 0.100 0.000
H 2.098814 2.150856 4.300141 1.215 0.546 0.347 0.000
H 3.019195 3.415845 5.288139 -0.119 -0.922 0.013 0.000
H 3.980144 2.202559 4.304140 -1.263 0.765 0.228 0.000
H 4.507525 3.024398 1.927110 1.662 -0.255 0.618 0.000
H 3.361671 4.033572 1.156105 -0.015 -0.472 0.403 0.000
H 3.497109 0.428699 2.600129 0.462 -0.326 0.910 0.000
O -0.348227 -1.387810 -0.021506 0.259 -0.753 0.017 0.080
S 0.176173 -2.817423 -0.295493 -0.462 -0.033 -0.590 0.013
C -1.055419 -3.946203 0.385104 -0.189 1.565 1.692 0.003
C -1.635014 -3.752733 1.655065 -0.239 -0.329 -0.611 0.001
C -2.684744 -4.582558 2.059808 1.869 0.573 -0.649 0.000
C -3.110469 -5.650062 1.308744 2.600 1.578 -2.249 0.001
C -2.539499 -5.800758 0.031045 -0.376 0.181 0.046 0.000
C -1.554462 -4.905577 -0.439724 -1.123 -1.156 0.612 0.001
C 1.595135 -2.948375 0.732359 0.336 -0.754 -0.959 0.002
C 1.581074 -2.381726 1.970384 0.530 -0.203 0.994 0.001
C 2.675786 -2.488613 2.817063 -0.345 -0.225 -2.754 0.000
C 3.807808 -3.103757 2.270294 0.909 -0.199 2.669 0.000
C 3.852056 -3.690436 1.034743 -1.146 0.346 -1.576 0.000
C 2.710159 -3.566207 0.187213 0.639 -0.760 1.535 0.001
H -1.319265 -2.965470 2.316591 0.187 0.206 0.053 0.000
H -3.015625 -4.454163 3.035697 -0.868 0.279 1.564 0.000
H -3.751361 -6.312480 1.740683 -1.930 -1.819 0.655 0.000
H -2.915299 -6.580310 -0.629276 0.234 0.119 0.107 0.000
H -1.196000 -4.942199 -1.425619 0.374 -0.408 -1.241 0.000
H 0.724979 -1.829653 2.221705 -0.954 0.689 0.717 0.000
H 2.640509 -1.978268 3.732303 0.211 0.269 1.296 0.000
H 4.655801 -3.219787 2.986817 -0.440 0.116 -0.959 0.000
H 4.742851 -4.199025 0.692673 -0.053 -0.016 -0.005 0.000
H 2.616847 -4.110463 -0.737593 0.282 0.165 -0.378 0.000
```
Positions in Å, forces in eV/Å.

Output
Multiplicity: 6
Molar mass, g/mol: 675.6
Highest occupied orbital energy (alpha / beta), eV: -10.6 / -10.7
Charge: +1
⟨S²⟩: 8.76
HOMO-LUMO gap (alpha / beta), eV: 8.43 / 7.25
Energy, eV: -106316.69731
Energy above the lowest of the compared OMol25 structures with the same formula, charge and spin, eV: 1.095